No. 1
{"formula": "C21H19Cl36FO4", "method": "ωB97M-V with the def2-TZVPD basis set", "e_homo_ha": -0.33179, "charge": 0, "de_lowest_kj_mol": 0.0, "lumo_ev": 0.08, "elements": ["C", "H", "Cl", "H", "C", "C", "Cl", "C", "Cl", "C", "Cl", "H", "H", "Cl", "Cl", "Cl", "H", "C", "Cl", "H", "H", "Cl", "Cl", "H", "Cl", "H", "Cl", "Cl", "Cl", "H", "H", "Cl", "Cl", "Cl", "C", "Cl", "Cl", "O", "Cl", "Cl", "Cl", "H", "F", "Cl", "H", "C", "Cl", "H", "C", "C", "H", "H", "Cl", "O", "C", "Cl", "Cl", "Cl", "Cl", "H", "Cl", "O", "C", "O", "C", "C", "C", "C", "Cl", "Cl", "Cl", "H", "Cl", "C", "Cl", "C", "Cl", "C", "C", "C", "H"], "coordinates": [[-1.70502, -0.91246, 1.31912], [0.98966, -3.46367, -0.30168], [-7.63430, -4.63740, -0.86179], [0.32161, 4.78933, 0.41579], [2.89314, -1.31905, 0.97669], [0.62837, -1.33928, 0.39767], [-0.56413, -1.46089, 3.61240], [-4.91869, 9.05472, -2.53339], [-4.80258, 7.68884, -3.64910], [5.11084, -1.82788, 1.42511], [-4.03392, 0.15183, 0.98993], [1.95931, -7.26506, -5.73161], [-1.95967, -7.71918, -0.96683], [1.50385, 8.73832, 2.60316], [4.17347, -7.38575, -4.96340], [3.16418, -3.96870, -0.41165], [4.79578, -2.87462, 1.64982], [-5.44067, 1.23233, 1.06292], [0.23810, 2.51867, 1.02633], [4.91931, 1.13029, 1.54393], [-1.32378, 8.46562, -0.72443], [2.65004, -9.40968, -6.38752], [0.55442, 7.06525, -0.55788], [1.54248, 7.43494, 4.55465], [-6.12857, -2.61718, 0.58528], [5.19376, -5.11390, -0.09057], [-6.88237, 0.41590, 0.44380], [3.56479, -6.73660, 0.38357], [-5.71254, 8.56464, -1.03226], [-5.52161, 9.82613, -3.00205], [-5.24134, 2.09633, 0.43616], [-4.17125, -7.73415, -0.18100], [-5.70404, 1.79402, 2.71687], [0.25112, 1.05795, -5.61080], [-2.82683, -7.08599, -1.12730], [3.74881, 2.92355, 0.59106], [-2.42197, -5.44353, -0.59321], [4.20019, -1.08836, 0.60178], [-3.31823, 9.72973, -2.19868], [1.26817, 3.69786, -1.43094], [6.52314, 2.17472, 0.18800], [1.28410, 2.39692, -3.98291], [6.89750, -0.96484, -0.25202], [1.78694, -8.52341, -3.75763], [5.39863, -1.28649, 2.37587], [-0.59646, 8.08392, -1.43465], [1.09796, 5.86857, 2.86299], [-3.05645, -2.67531, 1.41061], [0.24219, -2.76867, 0.16304], [5.16635, 2.16210, 1.31721], [-0.12838, 0.69747, 1.11800], [-8.33465, -2.49628, -0.20222], [-3.21441, -7.10096, -2.85140], [1.93657, -0.84795, 0.07068], [-0.17283, -1.45227, 5.33800], [4.48962, -5.82415, -2.21381], [-1.51361, -2.11176, 6.28604], [5.60600, 2.97343, 2.82677], [3.04241, 1.07285, -4.79852], [0.69774, -2.08206, 5.49565], [0.22267, 0.18599, 5.87792], [2.61044, -1.85025, 2.01442], [0.10170, 3.86978, -0.11444], [7.16400, -2.91071, 0.70934], [4.23318, -5.37710, -0.52542], [1.37629, 1.35662, -4.27976], [-0.36901, -0.40114, 0.95926], [6.45701, -1.96408, 0.60043], [-0.74831, 7.72086, 4.13158], [-1.45508, 7.14413, -2.65769], [-1.54324, 3.97311, -0.74721], [-2.49009, -0.21972, 1.77408], [0.97738, 0.34580, -2.88848], [-1.08875, -3.27085, 0.51038], [-8.52370, -3.76415, 1.76392], [-2.04230, -2.32744, 1.10621], [0.23176, 9.45788, -2.17601], [-7.73468, -3.27483, 0.25986], [2.56185, -8.04227, -5.27193], [0.93087, 7.44076, 3.65786], [-1.38426, -4.36113, 0.35607]]}

=====

No. 2
{"formula": "C24H72Hg2O17S", "method": "ωB97M-V with the def2-TZVPD basis set", "e_homo_ha": -0.28031, "charge": 0, "lumo_ev": -0.03, "elements": ["C", "O", "H", "H", "C", "H", "H", "C", "H", "C", "C", "C", "H", "O", "C", "O", "H", "H", "H", "H", "H", "H", "O", "H", "Hg", "H", "H", "O", "H", "H", "H", "H", "C", "H", "O", "H", "H", "H", "C", "H", "H", "H", "H", "Hg", "H", "S", "O", "H", "H", "H", "H", "C", "H", "H", "H", "C", "H", "C", "H", "H", "H", "C", "H", "O", "C", "C", "C", "O", "C", "H", "H", "C", "H", "H", "H", "O", "O", "C", "H", "H", "H", "C", "H", "H", "H", "H", "H", "H", "H", "H", "C", "H", "H", "O", "O", "H", "H", "H", "C", "O", "H", "H", "H", "O", "H", "O", "H", "H", "H", "H", "H", "C", "H", "C", "H", "O"], "coordinates": [[-2.15082, 0.88172, -5.06175], [-0.08297, -2.42628, 2.03634], [-1.38737, 2.62571, -0.28617], [-0.25866, 1.16996, 1.46599], [-2.67770, 2.92652, 2.68587], [-3.41728, -0.35430, -1.63220], [-3.96770, 3.35177, -0.58842], [-3.64037, -2.28091, 0.77270], [-0.98997, -2.78873, 5.14649], [2.07216, 3.75571, 0.91407], [1.34879, 3.25165, 5.89455], [-1.86494, 1.73095, 2.16545], [-4.18561, -4.19691, 1.54309], [-1.62825, 2.24295, -1.13297], [-0.36358, -1.97122, 3.35575], [3.08621, -2.08963, 1.37284], [-5.32675, 1.02162, -3.80113], [1.11797, -5.04186, 0.97848], [2.95306, -6.97374, -0.77308], [4.16149, 0.93483, 2.57774], [3.63880, -6.14078, 0.47263], [2.51998, -4.74636, -1.37195], [-1.27993, -3.52532, -2.94882], [3.81948, 3.08546, -4.14832], [1.23862, -2.21751, 0.02508], [-3.67338, 2.57226, 2.95276], [-2.89407, 4.78479, -0.68391], [-0.75949, -3.12469, -0.62436], [3.16548, 3.90593, 6.32640], [1.17462, 0.11276, 0.48314], [-1.59722, -0.82907, -4.67394], [3.52565, 4.94616, -0.25864], [3.67939, -1.74758, -2.32501], [3.78393, -2.65331, 1.71496], [1.43371, 1.44538, -2.45526], [-1.52589, -3.82614, 3.71425], [-2.69760, -1.73990, 0.69148], [-1.96730, -4.07978, 0.31837], [0.74408, 1.96067, 5.54129], [1.25968, 2.53363, -4.25367], [-2.67182, 0.32583, -5.84126], [4.90139, -0.14495, 1.37517], [-4.29681, -1.68458, 1.40641], [-0.58271, 0.34898, -2.00239], [-6.05909, 0.78547, -1.39487], [-0.98556, -2.58263, -1.89660], [1.97432, -4.31702, -0.70898], [1.91755, -0.81938, 2.30270], [3.38952, 0.57999, 1.07414], [2.56524, -0.27407, -1.74342], [-0.33195, 1.94095, 5.71413], [3.97084, 0.12350, 1.87527], [-2.42770, 1.37716, 1.30160], [1.27142, 1.11940, 5.99106], [-4.09401, -2.35902, -0.21533], [-2.41056, 3.04383, -1.98794], [-4.78897, -0.70190, -3.63755], [-3.35519, -3.49738, 1.63879], [-1.68356, 3.63654, -2.54314], [2.22894, -7.20119, 0.86741], [-6.49223, -0.23002, -3.36551], [-5.45188, 0.07987, -3.26676], [3.98101, 4.53989, 1.37768], [2.86601, -1.09981, -1.35703], [-0.74444, -3.22406, 4.17784], [-1.52457, 2.15656, -5.38842], [1.54200, -5.37785, 0.03223], [-1.92019, -1.43540, -1.79879], [4.82229, -2.45229, -1.61810], [-3.39544, -3.26500, 2.70296], [3.98039, 3.30308, 0.03537], [3.47709, 4.15603, 0.49065], [0.41962, -1.35663, 3.79957], [-2.27897, 3.36704, 3.59969], [1.37817, 2.86048, -0.71380], [0.25875, -1.87690, -2.14313], [-3.95634, 0.41601, -1.43821], [2.65592, -6.49191, 0.15839], [-4.10202, 4.56364, -1.82442], [3.27326, -1.33207, 3.30374], [2.95900, 3.96363, -2.90536], [1.99596, 2.10182, -3.57579], [4.38122, -3.13486, -0.89172], [1.62488, 4.38783, 1.68119], [0.79451, 1.75067, 4.47289], [-5.57169, -0.81017, -1.32849], [3.02672, -2.49981, -2.76803], [0.73802, -5.81530, -0.55969], [-2.82364, 3.70578, 1.93785], [2.30604, 1.25562, -4.18889], [-3.37772, 3.98765, -1.24849], [0.93511, 3.59902, 6.84127], [3.82292, 2.45233, -2.54130], [-0.54387, 2.00823, 1.83686], [2.75402, 3.11662, 5.96685], [2.07913, 2.76681, 1.37246], [-1.97259, 0.91411, 2.87910], [1.06037, 4.04478, 5.20473], [-5.28452, 0.13175, -1.79584], [1.28661, 3.69153, -0.24203], [-2.18858, 2.88710, -5.85048], [0.11904, -3.85260, 4.39565], [-1.18363, 2.73166, -4.52754], [-2.16388, -4.15707, 1.25485], [-1.20676, -1.28581, 3.44148], [-1.30362, 0.00801, -4.30691], [4.03652, -1.06500, -3.09614], [-0.83026, -2.97054, 1.77763], [-3.01187, 1.11872, -4.43683], [5.47037, -1.78923, -1.04498], [5.45252, -2.91782, -2.37585], [2.98851, -1.02220, 2.29826], [-0.78018, 1.97409, -6.16347], [3.18946, 2.96171, -3.26749], [-2.81773, 2.38211, -2.75243], [0.33365, -0.10777, 0.03743]]}

=====

No. 3
{"formula": "C42H31IrN7O5PSSe", "method": "ωB97M-V with the def2-TZVPD basis set", "e_homo_ha": [-0.38348, -0.38328], "charge": 1, "multiplicity": 2, "de_lowest_kj_mol": 163.7, "lumo_ev": [-4.08, -5.90], "elements": ["C", "H", "H", "H", "O", "C", "H", "C", "C", "C", "H", "H", "H", "H", "H", "H", "C", "C", "C", "C", "H", "H", "H", "C", "N", "C", "C", "O", "C", "H", "C", "N", "C", "N", "C", "C", "C", "N", "C", "H", "C", "C", "H", "H", "C", "H", "C", "O", "H", "H", "C", "N", "C", "C", "C", "P", "H", "C", "C", "O", "H", "H", "C", "C", "H", "N", "C", "C", "H", "C", "Ir", "N", "S", "C", "H", "H", "C", "C", "C", "C", "H", "H", "C", "Se", "C", "H", "H", "O", "C"], "coordinates": [[-4.57086, 0.21157, -0.33674], [2.23468, -2.34567, -2.42055], [-0.08464, 5.52735, -2.54292], [-8.47335, -0.30416, -1.51908], [-1.27776, 0.44436, -2.56282], [2.85678, -1.16720, 3.10509], [-0.90550, -0.72428, 2.53893], [0.36675, -4.12076, -0.12299], [1.17750, 3.10419, 1.76214], [0.74153, 3.80556, 2.87651], [6.35862, 2.06129, -1.13724], [-6.29423, 1.17730, -1.14936], [-2.86074, -3.53242, -0.73696], [-2.15134, 2.17648, -4.25685], [3.05962, 1.42124, 1.49435], [-4.42743, -4.34720, -0.73093], [0.16019, -0.79326, 2.72993], [-0.50440, 3.54093, 3.42716], [3.07286, 1.72499, -1.88454], [0.24883, 3.63149, -1.61344], [-4.46119, 2.35703, -0.31924], [0.02586, -0.53711, 4.84086], [-2.30276, 2.37569, 3.26657], [-1.47019, 2.60210, -3.53251], [0.93921, -1.01850, 1.67557], [4.34836, -1.98707, 0.73608], [-0.31211, 4.47042, -2.55911], [-2.57133, -1.43421, 1.79993], [-5.80485, 0.22531, -0.97160], [-7.66366, -0.44526, -3.07400], [-3.85763, -3.53140, -0.28976], [2.27743, -1.77488, -0.44755], [4.79904, 1.72249, 0.29545], [-0.10807, -3.09071, 0.23337], [2.04862, -0.87425, 4.20840], [0.36929, 2.11897, 1.19323], [-3.95794, -1.01843, -0.10048], [0.92199, -5.20272, -0.36386], [2.26033, -1.25727, 1.85883], [-1.61309, 4.60624, -4.26111], [-3.92507, 1.50260, 0.09136], [-6.42435, -0.94740, -1.38964], [-3.92422, 1.60444, 1.18027], [5.46496, 1.73737, 1.14922], [0.69748, -0.71822, 4.01429], [-0.83973, 4.09176, 4.29598], [3.43861, 1.53538, 0.48637], [-1.63904, -0.68575, -0.09934], [2.40807, 1.72427, -2.73666], [-1.53496, 1.13471, 1.29158], [5.03050, -1.81180, 2.01200], [6.31218, -2.00339, 2.17741], [-0.03392, 2.26440, -1.61039], [-0.88818, 1.87196, 1.74391], [-1.17085, 3.95331, -3.52087], [0.78971, 1.24605, -0.34663], [0.91215, 4.04499, -0.86353], [4.20722, -2.58367, -1.57070], [4.43358, 1.91010, -2.07176], [1.08861, -0.22237, -2.51409], [1.37605, 4.56774, 3.30898], [4.81823, 2.06091, -3.07155], [-4.54569, -2.21244, -0.51866], [-7.75684, -0.89969, -2.08587], [-2.89171, 1.55873, -0.25572], [0.64417, -6.79231, -2.24264], [-0.90299, 1.77107, -2.58049], [-2.64854, -1.10989, 0.63038], [6.01764, -2.69201, -0.41058], [5.29842, 1.90671, -0.98576], [0.29496, -1.17666, -0.26225], [4.98604, -1.27699, 4.28232], [-0.21845, -0.69763, -3.09367], [2.56281, 1.53172, -0.60097], [2.14378, 3.34102, 1.33741], [4.63677, -2.95868, -2.48804], [0.72990, -6.03310, -1.37939], [2.99811, -1.67331, 0.68542], [2.85984, -2.24286, -1.54781], [4.96499, -2.44285, -0.42885], [-8.17143, -1.89827, -2.21418], [-6.23876, -3.07692, -1.49269], [4.29330, -1.40787, 3.18241], [6.67084, -1.67765, 3.88680], [-5.77565, -2.15357, -1.16310], [2.49772, -0.80098, 5.19003], [-3.73810, -3.73193, 0.77583], [-0.58016, -1.80684, -2.13949], [-1.32244, 2.57753, 2.85454]]}

=====

no.,calculated total energy (hartree),molecular weight (g mol⁻¹)
1,-17779.13520,1630.69
2,-2941.46278,1066.07
3,-5623.73128,1047.97